Record 1
75
Properties=species:S:1:pos:R:3 method="wB97M-V/def2-TZVPD" homo_ev="-1.24 / -1.25" e_tot_ha=-7000.36471 multiplicity=8 lumo_energy_ev="3.245 / 3.245" max_force_ev_per_a=4.40 s_squared=16.08 orbital_gap_ev="4.49 / 4.49" total_charge=-2
Gd 0.059 0.395 -0.129
Cl 1.798 -7.041 0.374
C 1.399 -5.515 -0.233
C 0.955 -4.464 0.603
C 0.752 -3.089 0.227
N 0.395 -2.102 1.094
C 1.029 -2.193 2.348
O 2.207 -2.417 2.558
C 0.051 -2.059 3.544
C -1.166 -2.738 3.624
C -1.809 -2.808 4.830
C -1.269 -2.177 5.930
C -0.153 -1.410 5.733
N 0.495 -1.335 4.582
C 0.862 -2.799 -1.178
C 1.209 -3.853 -2.051
C 1.563 -5.168 -1.636
Cl 1.916 -6.304 -2.832
N 0.626 -1.542 -1.595
C 0.712 -1.185 -2.936
O 0.201 -1.802 -3.868
C 1.480 0.010 -3.260
C 1.913 0.231 -4.574
C 2.728 1.311 -4.887
C 3.056 2.135 -3.814
C 2.536 1.911 -2.538
N 1.724 0.903 -2.278
H 0.838 -4.619 1.672
H -1.589 -3.206 2.728
H -2.703 -3.426 4.907
H -1.701 -2.332 6.933
H 0.284 -0.834 6.551
H 1.147 -3.635 -3.177
H 1.579 -0.445 -5.380
H 3.048 1.496 -5.897
H 3.666 3.021 -3.957
H 2.740 2.607 -1.703
Cl -2.478 -1.228 0.538
C -2.454 0.077 1.835
C -1.210 0.656 2.131
C -1.054 1.414 3.284
Cl 0.467 2.092 3.871
C -2.254 1.807 4.014
Cl -2.163 2.913 5.382
C -3.553 1.320 3.554
Cl -4.944 1.766 4.475
C -3.661 0.442 2.460
Cl -5.214 -0.119 1.880
Cl -5.106 5.059 -5.539
C -4.191 4.150 -4.454
C -2.974 3.594 -4.919
C -2.154 2.774 -4.112
C -2.556 2.477 -2.813
C -3.699 3.038 -2.278
C -4.508 3.893 -3.071
C -1.752 1.627 -1.904
O -1.788 1.793 -0.608
O -0.936 0.711 -2.347
H -2.666 3.754 -5.947
H -1.183 2.344 -4.477
H -4.036 2.846 -1.272
H -5.407 4.345 -2.591
I 0.641 4.824 -0.921
C 0.832 3.192 0.349
H -0.118 3.046 0.867
H 1.786 3.172 0.849
N 3.426 0.494 2.400
C 3.345 -0.016 1.189
O 2.248 0.014 0.563
C 4.492 -0.765 0.614
I 6.134 0.265 -0.357
H 2.597 0.880 2.847
H 4.237 0.501 2.983
H 4.173 -1.456 -0.189
H 5.107 -1.217 1.398


Record 2
77
Properties=species:S:1:pos:R:3 method="wB97M-V/def2-TZVPD" homo_ev=-6.23 e_tot_ha=-3582.39700 lumo_energy_ev=-0.159 max_force_ev_per_a=10.15 orbital_gap_ev=6.07 total_charge=-1
O 0.681 -0.745 4.019
S 1.514 0.161 3.085
O 1.608 -0.517 1.686
O 3.143 0.275 3.687
C 0.869 1.901 2.860
F 0.912 2.201 1.410
F 1.901 2.810 3.488
C -0.542 2.242 3.611
F -0.595 3.749 3.724
F -0.553 1.771 5.047
C -1.902 1.817 2.806
F -3.043 2.448 3.571
F -2.015 2.345 1.426
C -2.231 0.212 2.773
F -3.647 0.097 2.257
F -1.403 -0.572 1.810
F -2.287 -0.422 4.144
C -1.942 1.062 -2.643
C -2.940 0.754 -3.476
C -4.019 -0.169 -3.072
O -4.932 -0.453 -3.835
C -3.953 -0.737 -1.711
C -2.954 -0.429 -0.877
C -1.875 0.494 -1.281
O -0.963 0.778 -0.518
H -1.142 1.736 -2.924
H -3.003 1.163 -4.478
H -4.752 -1.411 -1.430
H -2.891 -0.838 0.124
C 3.791 -0.991 6.770
C 4.792 -1.873 6.864
C 5.543 -2.047 8.122
O 6.461 -2.852 8.208
C 5.146 -1.211 9.273
C 4.145 -0.330 9.179
C 3.394 -0.156 7.921
O 2.476 0.649 7.835
H 3.230 -0.851 5.854
H 5.095 -2.493 6.029
H 5.707 -1.352 10.189
H 3.842 0.291 10.014
C -0.249 4.473 -0.401
C 0.960 5.041 -0.376
C 1.267 6.226 -1.201
O 2.374 6.746 -1.181
C 0.186 6.759 -2.054
C -1.024 6.191 -2.079
C -1.330 5.006 -1.253
O -2.438 4.486 -1.274
H -0.490 3.603 0.198
H 1.764 4.662 0.244
H 0.427 7.629 -2.652
H -1.827 6.569 -2.699
C -3.501 -2.809 -5.192
C -4.095 -4.001 -5.299
C -3.369 -5.174 -5.826
O -3.913 -6.265 -5.926
C -1.963 -4.979 -6.229
C -1.368 -3.786 -6.122
C -2.094 -2.613 -5.595
O -1.550 -1.522 -5.495
H -4.018 -1.938 -4.808
H -5.126 -4.161 -5.007
H -1.445 -5.849 -6.612
H -0.337 -3.626 -6.414
C 1.657 -3.574 -2.364
C 2.866 -3.006 -2.339
C 3.173 -1.821 -3.165
O 4.280 -1.301 -3.144
C 2.092 -1.288 -4.017
C 0.882 -1.856 -4.042
C 0.575 -3.041 -3.217
O -0.532 -3.561 -3.237
H 1.416 -4.444 -1.766
H 3.670 -3.384 -1.719
H 2.333 -0.418 -4.616
H 0.079 -1.477 -4.662